Entry from OMol25: a 4-piece molecular cluster, C5H14O3 overall (ωB97M-V with the def2-TZVPD basis set).

Properties
charge	+1
F_max	0.0569	Eh/bohr
E_HOMO (alpha / beta)	-13.414 / -13.414	eV
energy relative to the best compared isomer or geometry (same formula, charge and spin)	1.7558	eV
spin multiplicity	2

Last columns: bonded neighbours and bond lengths (Å).
Atoms and positions in Å:
1 O -4.979 -4.046 2.646  H10 0.944, H17 0.956
2 O 3.247 5.913 0.630  H9 0.941, H13 0.968
3 O -3.970 0.998 -0.841  H15 0.980, H16 0.961
4 C 1.262 -1.866 -1.032  C6 1.379, C8 1.464, H12 1.086
5 C 0.946 0.578 -0.557  C7 1.326, C8 1.532, H18 1.085
6 C 1.970 -3.049 -1.006  C4 1.379, H11 1.093, H20 1.088
7 C -0.039 1.031 0.207  C5 1.326, H14 1.088, H22 1.079
8 C 1.788 -0.684 -0.347  C4 1.464, C5 1.532, H19 1.088, H21 1.118
9 H 3.830 6.159 -0.066  O2 0.941
10 H -4.799 -3.609 1.829  O1 0.944
11 H 3.016 -3.131 -0.697  C6 1.093
12 H 0.217 -1.828 -1.327  C4 1.086
13 H 3.147 6.777 1.055  O2 0.968
14 H -0.456 1.941 -0.220  C7 1.088
15 H -3.288 0.650 -0.229  O3 0.980
16 H -3.392 1.335 -1.531  O3 0.961
17 H -5.750 -3.609 3.005  O1 0.956
18 H 1.394 1.184 -1.338  C5 1.085
19 H 2.808 -0.424 -0.622  C8 1.088
20 H 1.767 -4.034 -1.422  C6 1.088
21 H 1.762 -0.986 0.729  C8 1.118
22 H -0.481 0.698 1.133  C7 1.079

The computed Löwdin charges, all in e, follow:
1 O -0.0442
2 O -0.0549
3 O -0.0594
4 C 0.0415
5 C -0.1642
6 C 0.2468
7 C 0.0483
8 C -0.1550
9 H 0.0111
10 H 0.0101
11 H 0.1190
12 H 0.1500
13 H 0.0437
14 H 0.0769
15 H 0.0279
16 H 0.0258
17 H 0.0340
18 H 0.1145
19 H 0.1462
20 H 0.1136
21 H 0.1883
22 H 0.0797